Model one:
C7H14O | ωB97M-V with the def2-TZVPD basis set

Geometry as XYZ:
```
22
Properties=species:S:1:pos:R:3
C -1.20 -0.32 1.13
C -0.92 -0.34 -0.17
C -1.88 -0.85 -1.19
C 0.38 0.19 -0.69
C 1.44 -0.61 -0.77
C 0.42 1.66 -1.06
C 0.69 2.58 0.13
H -0.48 0.08 1.83
H -2.08 -0.72 1.58
H -1.41 -1.54 -1.89
H -2.75 -1.35 -0.77
H -2.24 -0.02 -1.83
H 2.38 -0.20 -1.15
H 1.58 -1.61 -0.41
H -0.53 1.85 -1.58
H 1.15 1.79 -1.86
H 0.15 3.49 -0.02
H 1.74 2.74 0.28
H 0.32 2.14 1.05
O 1.00 -2.63 2.57
H 1.07 -2.94 1.67
H 1.18 -3.38 3.16
```

SMILES: C=C(C)C(=C)CC.O
Orbital gap in eV: 10.1
HOMO energy in Eh: -0.34136

=====

Model two:
C7H14O | ωB97M-V with the def2-TZVPD basis set

Geometry as XYZ:
```
22
Properties=species:S:1:pos:R:3
C 2.15 -2.04 -1.09
C 1.23 -0.82 -1.25
C 1.04 0.07 -0.03
C -0.14 0.16 0.66
C -1.33 -0.60 0.59
C -2.41 -0.23 1.38
C 2.25 0.90 0.34
H 1.77 -2.64 -0.29
H 3.13 -1.80 -0.74
H 2.19 -2.52 -2.06
H 1.79 -0.15 -1.96
H 0.15 -1.05 -1.63
H -0.17 1.10 1.30
H -1.38 -1.45 -0.11
H -3.30 -0.83 1.51
H -1.78 0.46 2.52
H 2.40 1.61 -0.55
H 3.09 0.23 0.52
H 2.18 1.47 1.29
H -2.47 1.45 0.27
H -3.00 1.74 -1.09
O -2.66 2.23 -0.31
```

Orbital gap in eV: 8.7
HOMO energy in Eh: -0.31068

=====

Result of the stability comparison: model two is the least stable of them.

=====

Model one:
C7H14O | ωB97M-V with the def2-TZVPD basis set

Geometry as XYZ:
```
22
Properties=species:S:1:pos:R:3
C -2.47 -0.74 0.17
C -2.36 -0.44 -1.16
C -1.00 -0.08 -1.55
C -0.90 0.94 -2.42
C 0.31 -0.79 -1.22
C 0.75 -0.43 0.20
C 1.16 1.04 0.48
H -1.52 -1.07 0.62
H -3.47 -0.68 0.67
H -3.15 -0.24 -1.78
H 0.00 1.39 -2.58
H -1.67 1.51 -2.54
H 0.34 -1.90 -1.42
H 1.08 -0.72 -1.99
H 1.68 -1.07 0.34
H 0.00 -0.77 0.96
H 1.74 1.37 -0.41
H 1.50 1.22 1.59
H 0.31 1.66 0.32
O 2.86 -0.17 4.10
H 2.42 -0.71 3.51
H 2.38 0.70 4.09
```

SMILES: C=CC(=C)CCC.O
Orbital gap in eV: 9.5
HOMO energy in Eh: -0.32181

=====

Model two:
C7H14O | ωB97M-V with the def2-TZVPD basis set

Geometry as XYZ:
```
22
Properties=species:S:1:pos:R:3
C -0.21 1.35 0.21
C -0.06 0.37 -0.66
C -0.17 0.56 -2.16
C 0.21 -1.01 -0.33
C -0.83 -1.95 -0.26
C 1.61 -1.43 -0.10
C 2.03 -0.92 1.37
H -0.16 1.16 1.37
H -0.38 2.39 -0.11
H -1.05 0.24 -2.57
H -0.09 1.66 -2.44
H 0.54 -0.07 -2.75
H -0.85 -3.07 -0.02
H -1.76 -1.70 -0.64
H 2.23 -0.97 -0.89
H 1.65 -2.56 -0.34
H 2.91 -0.42 1.33
H 1.90 -1.68 2.13
H 1.33 -0.14 1.73
O -3.37 2.76 1.66
H -2.66 2.34 1.20
H -2.83 3.08 2.27
```

SMILES: C=C(C)C(=C)CC.O
Orbital gap in eV: 9.9
HOMO energy in Eh: -0.33278

=====

Result of the stability comparison: model one is the least stable of them.

=====

Model one:
C7H14O | ωB97M-V with the def2-TZVPD basis set

Geometry as XYZ:
```
22
Properties=species:S:1:pos:R:3
C 2.81 -0.62 -0.62
C 1.74 -1.30 -1.02
C 1.21 -2.49 -0.28
C -0.25 -2.30 0.09
H 3.16 0.25 -1.17
H 3.38 -0.88 0.25
H 1.20 -0.96 -1.89
H 1.35 -3.39 -0.88
H 1.82 -2.63 0.61
H -0.86 -2.01 -0.77
H -0.72 -3.17 0.56
H -0.31 -1.50 0.83
C -1.21 1.05 2.14
C -1.67 1.16 0.91
C -1.54 2.41 0.09
O -0.94 2.07 -1.16
H -1.33 0.16 2.74
H -0.68 1.89 2.58
H -2.22 0.35 0.45
H -2.55 2.82 -0.08
H -0.94 3.15 0.62
H -0.74 2.89 -1.64
```

SMILES: C=CCC.C=CCO
Orbital gap in eV: 10.4
HOMO energy in Eh: -0.34678

=====

Model two:
C7H14O | ωB97M-V with the def2-TZVPD basis set

Geometry as XYZ:
```
22
Properties=species:S:1:pos:R:3
C -1.19 0.86 -1.23
O 0.62 -0.02 1.81
C -1.09 0.46 0.14
C -1.81 -0.81 0.58
C 0.55 0.44 0.59
C 0.98 1.93 0.42
C 1.39 -0.43 -0.40
C 1.25 -1.94 -0.28
H -1.63 0.03 -1.81
H 2.01 2.10 0.13
H -1.70 1.78 -1.47
H -1.52 1.26 0.85
H -1.16 -1.66 0.66
H -2.65 -0.92 -0.16
H -2.23 -0.69 1.61
H 0.74 2.55 1.28
H 0.24 2.09 -0.38
H 1.15 0.06 -1.32
H 2.44 -0.11 -0.17
H 1.95 -2.47 -0.95
H 0.25 -2.27 -0.62
H 1.39 -2.25 0.74
```

Orbital gap in eV: 6.7
HOMO energy in Eh: -0.32008

=====

Model three:
C7H14O | ωB97M-V with the def2-TZVPD basis set

Geometry as XYZ:
```
22
Properties=species:S:1:pos:R:3
C 2.55 0.77 1.80
C 2.57 0.18 0.60
C 1.54 -0.78 0.19
C 0.25 -0.43 0.03
C -0.64 -1.53 -0.27
C -1.44 -1.33 -1.62
C -2.52 -0.39 -1.27
H 1.93 0.62 2.75
H 3.14 1.68 2.07
H 3.33 0.65 -0.17
H 1.86 -1.76 -0.09
H 0.04 0.63 0.24
H -0.15 -2.51 -0.48
H -1.15 -1.98 0.56
H -0.71 -0.81 -2.27
H -1.80 -2.23 -2.05
H -3.32 -0.89 -0.59
H -2.99 0.00 -2.20
H -2.00 0.42 -0.72
O -0.09 3.18 0.76
H 0.15 2.64 1.54
H -0.54 3.87 1.17
```

SMILES: C=C/C=C/CCC.O
Orbital gap in eV: 10.0
HOMO energy in Eh: -0.33713

=====

Result of the stability comparison: model two is the least stable of them.

=====

Model one:
C2HFN2O2 | ωB97M-V with the def2-TZVPD basis set

Geometry as XYZ:
```
8
Properties=species:S:1:pos:R:3
C 0.74 -1.26 0.10
C 0.18 -0.01 -0.38
N 1.28 -2.23 0.45
N -0.90 0.56 0.34
O -1.64 1.38 -0.11
O -0.88 0.20 1.55
F 0.03 0.06 -1.71
H 1.20 1.31 -0.24
```

Orbital gap in eV: 9.8
HOMO energy in Eh: -0.44224

=====

Model two:
C2HFN2O2 | ωB97M-V with the def2-TZVPD basis set

Geometry as XYZ:
```
8
Properties=species:S:1:pos:R:3
C -0.41 1.26 -0.36
C 2.01 -1.01 0.15
N -1.38 0.65 -0.03
N -2.29 -0.21 -0.17
O 2.43 -2.04 -0.10
O 1.67 0.08 0.29
F 0.08 2.45 0.04
H -2.11 -1.18 0.18
```

Orbital gap (spin up / spin down) in eV: 8.7 / 8.7
HOMO energy (spin up / spin down) in Eh: -0.33855 / -0.33853

=====

Result of the stability comparison: model one is the least stable of them.

=====

Model one:
C2H5N2O | ωB97M-V with the def2-TZVPD basis set

Geometry as XYZ:
```
10
Properties=species:S:1:pos:R:3
C 0.53 0.05 0.22
C -1.38 -0.88 0.03
N -0.41 1.02 0.06
N 1.80 0.13 -0.08
O -1.65 0.44 -0.06
H -1.13 -1.52 -0.88
H -1.90 -1.46 0.79
H -0.30 1.95 0.32
H 2.39 -0.64 0.27
H 2.04 0.90 -0.66
```

Total charge: +1
Orbital gap in eV: 9.5
HOMO energy in Eh: -0.55476

=====

Model two:
C2H5N2O | ωB97M-V with the def2-TZVPD basis set

Geometry as XYZ:
```
10
Properties=species:S:1:pos:R:3
C 1.16 -0.61 -0.16
C -1.21 -0.21 -0.81
N 1.11 -1.85 -0.37
N -0.20 0.21 -0.17
O -2.07 -0.64 -1.40
H 1.91 0.02 0.16
H -0.45 2.62 1.66
H -0.26 1.81 1.30
H 0.26 -2.40 -0.77
H -0.26 1.04 0.55
```

Total charge: +1
Orbital gap in eV: 10.4
HOMO energy in Eh: -0.59041

=====

Result of the stability comparison: model one is the least stable of them.

=====

Model one:
C6H11NO4S | ωB97M-V with the def2-TZVPD basis set

Geometry as XYZ:
```
23
Properties=species:S:1:pos:R:3
C -1.52 -0.48 0.19
C -0.89 0.85 -0.03
C 0.46 0.09 -0.05
C -1.00 1.97 1.02
C 1.29 0.11 -1.29
C -0.10 -2.49 0.23
N -0.35 -1.06 0.24
O -4.82 -0.73 -1.13
O -2.64 -0.84 0.49
O -3.97 1.35 -0.30
O -4.93 -0.13 1.27
S -4.47 0.06 -0.03
H -1.23 1.27 -0.96
H 1.06 0.26 0.85
H -0.95 1.49 2.02
H -2.02 2.40 0.78
H -0.29 2.69 0.94
H 1.42 -0.95 -1.73
H 2.22 0.47 -1.02
H 0.90 0.73 -1.99
H -0.96 -2.91 0.02
H 0.70 -2.55 -0.48
H 0.18 -2.67 1.25
```

Orbital gap in eV: 11.0
HOMO energy in Eh: -0.38388

=====

Model two:
C6H11NO4S | ωB97M-V with the def2-TZVPD basis set

Geometry as XYZ:
```
23
Properties=species:S:1:pos:R:3
C -1.39 -2.12 -0.12
C -2.37 -3.34 -0.24
C 2.39 2.07 -0.63
C 2.18 0.29 1.15
C 1.56 0.89 -0.12
C -0.75 0.83 -0.15
N -2.00 1.70 0.02
O -1.94 2.65 0.77
O -0.48 -1.89 -0.89
O -3.00 1.41 -0.60
O 0.27 1.43 0.33
S -1.72 -0.96 1.21
H -3.30 -3.16 -0.81
H -2.74 -3.60 0.74
H -1.80 -4.18 -0.65
H 2.12 2.85 0.04
H 3.42 1.95 -0.80
H 1.96 2.41 -1.45
H 1.56 -0.63 1.25
H 1.99 0.85 1.98
H 3.19 0.20 0.85
H 1.55 0.11 -0.82
H -0.71 0.24 -1.07
```

Orbital gap (spin up / spin down) in eV: 8.3 / 8.3
HOMO energy (spin up / spin down) in Eh: -0.34384 / -0.34386

=====

Result of the stability comparison: model two is the least stable of them.